This record from OMol25 describes a cluster of 6 separate species, C7H21O6 in total. The level of theory is ωB97M-V with the def2-TZVPD basis set.

Geometry (Å):
C -2.152 1.366 0.573
O -1.801 0.729 1.774
C -1.122 2.437 0.110
C -0.360 1.990 -1.166
C 0.240 0.621 -1.106
C 1.077 0.117 -2.013
C 2.084 -0.929 -1.754
C 2.908 -0.919 -0.719
H -2.128 0.626 -0.242
H -3.122 1.798 0.809
H -0.345 2.538 0.884
H -1.569 3.401 -0.153
H 0.420 2.752 -1.310
H -1.053 2.036 -2.015
H 0.103 0.005 -0.210
H 1.293 0.697 -2.922
H 1.973 -1.853 -2.290
H 2.957 -0.089 -0.027
H 3.609 -1.721 -0.575
H 0.195 1.102 2.687
H -0.526 0.674 3.823
O 0.016 1.435 3.579
H 1.423 -1.375 1.617
H 2.221 -2.476 2.325
O 2.392 -1.644 1.873
H -0.296 -1.329 2.393
H -1.167 -0.036 1.674
O -0.093 -1.298 1.453
H -1.008 -2.896 -0.125
H -1.294 -1.516 0.258
O -1.485 -2.151 -0.501
H -0.507 -1.063 -3.258
H -1.471 -1.646 -2.257
O -1.412 -1.386 -3.188

Properties
total charge	-1
LUMO	3.517	eV
HOMO level	-5.777	eV
Kohn-Sham gap	9.29	eV

In elementary charge units, the Löwdin charges are: atom 1 (C): -0.254, atom 2 (O): -0.141, atom 3 (C): -0.163, atom 4 (C): -0.205, atom 5 (C): -0.111, atom 6 (C): -0.161, atom 7 (C): -0.190, atom 8 (C): -0.010, atom 9 (H): 0.107, atom 10 (H): 0.108, atom 11 (H): 0.108, atom 12 (H): 0.097, atom 13 (H): 0.109, atom 14 (H): 0.114, atom 15 (H): 0.086, atom 16 (H): 0.110, atom 17 (H): 0.084, atom 18 (H): 0.067, atom 19 (H): 0.050, atom 20 (H): 0.009, atom 21 (H): 0.022, atom 22 (O): -0.080, atom 23 (H): -0.023, atom 24 (H): 0.004, atom 25 (O): -0.168, atom 26 (H): -0.015, atom 27 (H): 0.008, atom 28 (O): -0.362, atom 29 (H): 0.036, atom 30 (H): 0.008, atom 31 (O): -0.112, atom 32 (H): -0.011, atom 33 (H): -0.025, atom 34 (O): -0.095


This record from OMol25 describes a cluster of 6 separate species, C42H41O6 in total. The level of theory is ωB97M-V with the def2-TZVPD basis set.

Geometry (Å):
C -2.480 -1.968 1.475
C -2.117 -2.981 0.325
O -1.522 -3.968 0.665
O -2.502 -2.771 -0.988
C -1.490 -2.095 -1.759
C -1.173 -0.626 -1.280
C 0.335 -0.461 -0.816
C 0.706 1.015 -0.505
C -0.253 1.901 -0.149
C 0.199 3.354 0.168
O -0.460 4.058 0.891
C 1.489 3.884 -0.502
C 1.649 5.415 -0.775
O 1.712 5.729 -1.985
O 1.676 6.305 0.133
C 2.457 3.014 -0.880
C 2.185 1.512 -0.609
O 3.077 0.696 -0.505
H -3.054 -1.092 1.078
H -1.534 -1.621 1.963
H -3.159 -2.482 2.198
H -0.520 -2.646 -1.837
H -1.894 -2.029 -2.804
H -1.313 0.051 -2.165
H -1.893 -0.268 -0.508
H 0.491 -1.127 0.068
H 0.958 -0.855 -1.660
H -1.332 1.688 -0.021
H 3.399 3.298 -1.392
C 3.989 8.252 2.801
C 4.096 6.986 2.239
C 5.244 6.229 2.447
C 6.280 6.735 3.225
C 6.170 8.000 3.790
C 5.027 8.761 3.575
H 3.096 8.843 2.636
H 3.283 6.588 1.636
H 5.330 5.244 2.004
H 7.173 6.142 3.391
H 6.978 8.394 4.398
H 4.944 9.750 4.011
C 3.494 -5.110 1.281
C 3.646 -6.483 1.124
C 2.539 -7.278 0.852
C 1.281 -6.699 0.728
C 1.128 -5.325 0.881
C 2.235 -4.532 1.162
H 4.357 -4.491 1.496
H 4.628 -6.933 1.214
H 2.657 -8.350 0.736
H 0.419 -7.320 0.511
H 0.146 -4.873 0.783
H 2.117 -3.462 1.287
C -6.022 -4.865 -2.648
C -4.887 -4.766 -1.852
C -3.731 -5.453 -2.200
C -3.706 -6.232 -3.350
C -4.840 -6.329 -4.149
C -5.999 -5.649 -3.796
H -6.925 -4.332 -2.375
H -4.905 -4.153 -0.959
H -2.848 -5.380 -1.575
H -2.803 -6.764 -3.625
H -4.820 -6.935 -5.047
H -6.884 -5.729 -4.416
C -1.549 -6.484 2.938
C -0.546 -6.511 3.898
C -0.813 -6.086 5.194
C -2.087 -5.645 5.532
C -3.091 -5.622 4.572
C -2.821 -6.037 3.274
H -1.340 -6.811 1.927
H 0.445 -6.861 3.636
H -0.029 -6.101 5.942
H -2.297 -5.318 6.544
H -4.085 -5.279 4.836
H -3.603 -6.014 2.523
C 0.234 8.126 -3.115
C 0.563 7.681 -4.389
C 0.015 8.301 -5.507
C -0.857 9.373 -5.351
C -1.184 9.821 -4.077
C -0.642 9.195 -2.959
H 0.660 7.639 -2.246
H 1.248 6.850 -4.508
H 0.268 7.948 -6.501
H -1.281 9.859 -6.224
H -1.863 10.659 -3.955
H -0.901 9.541 -1.965

Properties
total charge	-1
LUMO	1.758	eV
HOMO level	-5.170	eV
Kohn-Sham gap	6.93	eV

In elementary charge units, the Löwdin charges are: atom 1 (C): 0.023, atom 2 (C): -0.462, atom 3 (O): 0.081, atom 4 (O): -0.061, atom 5 (C): -0.156, atom 6 (C): -0.166, atom 7 (C): -0.131, atom 8 (C): -0.119, atom 9 (C): 0.059, atom 10 (C): -0.300, atom 11 (O): 0.112, atom 12 (C): -0.024, atom 13 (C): -0.644, atom 14 (O): -0.047, atom 15 (O): -0.061, atom 16 (C): 0.061, atom 17 (C): -0.311, atom 18 (O): 0.067, atom 19 (H): 0.078, atom 20 (H): 0.101, atom 21 (H): 0.088, atom 22 (H): 0.130, atom 23 (H): 0.133, atom 24 (H): 0.126, atom 25 (H): 0.084, atom 26 (H): 0.118, atom 27 (H): 0.124, atom 28 (H): 0.116, atom 29 (H): 0.132, atom 30 (C): -0.087, atom 31 (C): -0.069, atom 32 (C): -0.091, atom 33 (C): -0.115, atom 34 (C): -0.123, atom 35 (C): -0.114, atom 36 (H): 0.103, atom 37 (H): 0.076, atom 38 (H): 0.099, atom 39 (H): 0.091, atom 40 (H): 0.089, atom 41 (H): 0.091, atom 42 (C): -0.096, atom 43 (C): -0.106, atom 44 (C): -0.104, atom 45 (C): -0.108, atom 46 (C): -0.089, atom 47 (C): -0.079, atom 48 (H): 0.100, atom 49 (H): 0.096, atom 50 (H): 0.096, atom 51 (H): 0.095, atom 52 (H): 0.060, atom 53 (H): 0.100, atom 54 (C): -0.097, atom 55 (C): -0.093, atom 56 (C): -0.090, atom 57 (C): -0.093, atom 58 (C): -0.104, atom 59 (C): -0.105, atom 60 (H): 0.098, atom 61 (H): 0.097, atom 62 (H): 0.094, atom 63 (H): 0.100, atom 64 (H): 0.097, atom 65 (H): 0.097, atom 66 (C): -0.097, atom 67 (C): -0.085, atom 68 (C): -0.095, atom 69 (C): -0.103, atom 70 (C): -0.104, atom 71 (C): -0.097, atom 72 (H): 0.087, atom 73 (H): 0.099, atom 74 (H): 0.099, atom 75 (H): 0.097, atom 76 (H): 0.097, atom 77 (H): 0.101, atom 78 (C): -0.071, atom 79 (C): -0.084, atom 80 (C): -0.113, atom 81 (C): -0.127, atom 82 (C): -0.121, atom 83 (C): -0.093, atom 84 (H): 0.081, atom 85 (H): 0.099, atom 86 (H): 0.090, atom 87 (H): 0.087, atom 88 (H): 0.089, atom 89 (H): 0.097


This record from OMol25 describes a cluster of 2 separate species, C3H12N2OS in total. The level of theory is ωB97M-V with the def2-TZVPD basis set.

Geometry (Å):
N -0.142 -1.687 0.720
C -0.240 -0.214 0.402
C 1.173 0.236 0.005
N 2.118 -0.015 1.105
C 1.215 1.722 -0.421
S 2.928 2.235 -0.967
H -0.935 -2.038 0.186
H 0.622 -2.059 0.162
H -0.815 -0.179 -0.534
H -0.700 0.511 1.096
H 1.409 -0.227 -0.967
H 1.612 0.033 1.974
H 2.531 -0.892 0.826
H 0.460 1.956 -1.176
H 1.218 2.314 0.500
H 2.608 3.503 -1.379
O -4.779 -1.577 -0.231
H -5.595 -2.081 -0.121
H -4.687 -1.541 -1.181

Properties
SMILES	NC[C@H](N)CS.O
total charge	0
LUMO	0.635	eV
HOMO level	-8.660	eV
Kohn-Sham gap	9.30	eV

In elementary charge units, the Löwdin charges are: atom 1 (N): -0.006, atom 2 (C): -0.241, atom 3 (C): -0.514, atom 4 (N): 0.046, atom 5 (C): -0.513, atom 6 (S): 0.638, atom 7 (H): 0.055, atom 8 (H): 0.051, atom 9 (H): 0.104, atom 10 (H): 0.121, atom 11 (H): 0.129, atom 12 (H): 0.078, atom 13 (H): 0.070, atom 14 (H): 0.076, atom 15 (H): 0.055, atom 16 (H): -0.148, atom 17 (O): -0.059, atom 18 (H): 0.036, atom 19 (H): 0.023


This record from OMol25 describes an isolated molecule of C19H16F3N3O2. The level of theory is ωB97M-V with the def2-TZVPD basis set.

Geometry (Å):
C 1.615 3.172 -1.897
N 1.253 2.352 -0.762
N 2.182 1.495 -0.346
C 1.968 0.724 0.670
C 3.056 -0.262 0.979
C 2.571 -1.595 0.406
O 2.311 -2.563 1.081
N 2.424 -1.546 -0.943
C 1.473 -2.427 -1.600
C 0.083 -1.920 -1.298
C -0.651 -2.477 -0.258
C -1.882 -1.953 0.090
C -2.379 -0.855 -0.598
C -3.749 -0.335 -0.270
F -4.700 -0.950 -1.006
F -3.892 0.975 -0.502
F -4.093 -0.537 1.012
C -1.649 -0.276 -1.627
C -0.420 -0.810 -1.968
C 0.707 0.713 1.365
C 0.395 -0.160 2.416
C -0.844 -0.106 3.012
C -1.800 0.817 2.592
C -1.519 1.673 1.551
C -0.273 1.623 0.926
C -0.003 2.509 -0.208
O -0.782 3.316 -0.678
H 1.492 4.224 -1.641
H 0.961 2.949 -2.741
H 2.650 2.961 -2.150
H 3.227 -0.363 2.049
H 3.975 0.049 0.483
H 2.557 -0.640 -1.371
H 1.679 -2.432 -2.671
H 1.612 -3.429 -1.191
H -0.250 -3.318 0.285
H -2.454 -2.390 0.894
H -2.038 0.587 -2.144
H 0.150 -0.364 -2.770
H 1.120 -0.886 2.746
H -1.078 -0.785 3.818
H -2.764 0.850 3.076
H -2.241 2.390 1.190

Properties
SMILES	Cn1nc(CC(=O)NCc2ccc(C(F)(F)F)cc2)c2ccccc2c1=O
total charge	0
LUMO	0.120	eV
HOMO level	-8.715	eV
Kohn-Sham gap	8.83	eV

In elementary charge units, the Löwdin charges are: atom 1 (C): -0.014, atom 2 (N): -0.100, atom 3 (N): 0.138, atom 4 (C): -0.230, atom 5 (C): -0.031, atom 6 (C): -0.499, atom 7 (O): 0.077, atom 8 (N): 0.078, atom 9 (C): -0.118, atom 10 (C): -0.198, atom 11 (C): -0.012, atom 12 (C): 0.002, atom 13 (C): -0.125, atom 14 (C): -0.590, atom 15 (F): 0.138, atom 16 (F): 0.144, atom 17 (F): 0.130, atom 18 (C): -0.004, atom 19 (C): -0.023, atom 20 (C): -0.087, atom 21 (C): -0.003, atom 22 (C): -0.053, atom 23 (C): -0.061, atom 24 (C): -0.008, atom 25 (C): -0.064, atom 26 (C): -0.397, atom 27 (O): 0.071, atom 28 (H): 0.094, atom 29 (H): 0.091, atom 30 (H): 0.087, atom 31 (H): 0.124, atom 32 (H): 0.126, atom 33 (H): 0.123, atom 34 (H): 0.126, atom 35 (H): 0.125, atom 36 (H): 0.118, atom 37 (H): 0.126, atom 38 (H): 0.127, atom 39 (H): 0.117, atom 40 (H): 0.110, atom 41 (H): 0.111, atom 42 (H): 0.110, atom 43 (H): 0.123


| no. | maximum force (eV Å⁻¹) |
| --- | --- |
| 1 | 1.57 |
| 2 | 2.74 |
| 3 | 2.27 |
| 4 | 1.05 |